{"formula": "C22H27NO5", "method": "the ωB97M-V functional and the def2-TZVPD basis", "symbols": ["C", "H", "O", "C", "C", "C", "C", "C", "C", "O", "C", "H", "H", "H", "H", "C", "O", "O", "C", "C", "H", "H", "H", "H", "C", "O", "N", "H", "C", "C", "H", "H", "H", "C", "H", "H", "C", "C", "C", "C", "C", "C", "C", "H", "H", "H", "H", "H", "H", "H", "H", "H", "H", "H", "H"], "positions_angstrom": [[0.8835, 5.2862, -2.3167], [0.3735, 4.9107, -3.2097], [2.0405, 4.5399, -2.0286], [1.9128, 3.2188, -1.7575], [0.7160, 2.5181, -1.7345], [0.6918, 1.1642, -1.4401], [1.8727, 0.4946, -1.1627], [3.0874, 1.1860, -1.1966], [3.1248, 2.5341, -1.4880], [4.2486, 3.2933, -1.5456], [5.4879, 2.6615, -1.3291], [6.2380, 3.4416, -1.4473], [5.5553, 2.2429, -0.3200], [5.6681, 1.8692, -2.0623], [3.9842, 0.6252, -0.9888], [1.9116, -0.9490, -0.8505], [2.9175, -1.6162, -0.8391], [0.6894, -1.4385, -0.5823], [0.5803, -2.8445, -0.3415], [1.0970, -3.2243, 1.0453], [2.1634, -3.0236, 1.1096], [0.9206, -4.2836, 1.2092], [0.5750, -2.6466, 1.8055], [1.1550, -3.3845, -1.1037], [-0.8959, -3.2446, -0.4484], [-1.2310, -4.3806, -0.7100], [-1.7430, -2.2396, -0.1841], [-1.3590, -1.3328, 0.0367], [-3.1828, -2.3810, -0.1907], [-3.7962, -1.3965, -1.1838], [-3.4517, -1.6247, -2.1894], [-3.5060, -0.3757, -0.9481], [-4.8804, -1.4677, -1.1640], [-3.7626, -2.2530, 1.2270], [-3.2586, -2.9850, 1.8606], [-4.8192, -2.5248, 1.1806], [-3.6476, -0.8638, 1.8711], [-2.2296, -0.4563, 2.1595], [-1.6245, 0.5926, 1.4761], [-0.3140, 0.9527, 1.7415], [0.4128, 0.2652, 2.6968], [-0.1830, -0.7727, 3.3947], [-1.4933, -1.1278, 3.1291], [-1.9529, -1.9341, 3.6827], [0.3746, -1.3039, 4.1528], [1.4368, 0.5402, 2.9001], [0.1409, 1.7691, 1.2005], [-2.1872, 1.1428, 0.7337], [-4.1275, -0.1200, 1.2342], [-4.1996, -0.8932, 2.8148], [-3.3732, -3.4045, -0.5352], [-0.2441, 0.6296, -1.4392], [-0.2122, 3.0227, -1.9509], [0.1855, 5.2898, -1.4730], [1.2293, 6.3020, -2.5008]], "forces_ev_per_a": [[-0.2376, 0.1286, -0.0540], [0.0195, 0.0010, 0.0470], [0.2704, -0.3626, 0.1042], [0.1560, 0.0156, 0.0167], [0.0443, 0.3221, -0.0715], [0.2884, -0.3074, 0.0491], [-0.2048, 0.3613, -0.1195], [0.0188, 0.0591, -0.0023], [-0.0764, 0.1119, -0.0271], [-0.3859, 0.0835, -0.0438], [0.2018, -0.1115, 0.0404], [-0.0186, -0.0919, 0.0207], [-0.0098, 0.0015, -0.0375], [-0.0139, 0.0179, 0.0320], [0.1264, -0.0023, 0.0022], [0.1711, -0.1524, 0.0034], [-0.1197, 0.0152, 0.0139], [-0.0804, 0.1205, 0.0186], [0.2523, -0.7500, 0.0906], [0.0176, 0.1872, -0.2363], [0.0274, -0.0159, 0.0220], [-0.0323, -0.1011, 0.0158], [-0.0377, -0.0277, 0.0243], [-0.2382, 0.1135, 0.0833], [0.4573, 0.4785, -0.1419], [0.0523, -0.4526, -0.0175], [-0.1694, 0.3732, 0.0050], [0.0775, -0.1298, -0.0691], [-0.2471, -0.2005, 0.0421], [0.1009, -0.2747, 0.1201], [0.0248, 0.0120, -0.0888], [-0.0053, 0.1752, 0.0047], [-0.1532, 0.0598, -0.0127], [0.0075, 0.0743, -0.1872], [-0.0458, -0.0655, 0.0268], [-0.0307, -0.0582, 0.0342], [-0.0491, -0.2663, -0.0117], [-0.0586, 0.2027, 0.0695], [-0.0867, 0.0134, 0.0741], [0.1221, 0.0586, 0.0254], [0.0882, 0.0572, 0.0066], [-0.0287, 0.0077, 0.0966], [0.0244, 0.0370, 0.0068], [-0.0556, -0.1054, 0.0564], [0.0457, -0.0494, 0.0509], [0.0989, 0.0300, 0.0236], [0.0367, 0.0574, -0.0391], [-0.0944, 0.0426, -0.0833], [-0.0401, 0.0615, 0.0472], [-0.0392, 0.0786, -0.0531], [0.0253, 0.1982, 0.0663], [-0.0985, -0.0402, 0.0223], [-0.0550, 0.0907, -0.0362], [0.0281, -0.0189, -0.0364], [-0.0710, -0.0629, 0.0063]], "mulliken_charge": [-0.913, 0.355, -0.453, 1.128, -0.527, -1.159, -0.329, -0.321, 0.968, -0.436, -0.906, 0.223, 0.357, 0.366, 0.573, -0.036, -0.646, -0.125, 0.340, -1.339, 0.392, 0.437, 0.182, 0.501, 0.336, -0.722, 0.414, -0.239, 0.107, -1.573, 0.437, 0.276, 0.368, -0.918, 0.421, 0.499, -1.342, 0.307, -0.282, -0.431, -0.313, -0.908, 0.018, 0.388, 0.398, 0.413, 0.530, 0.319, 0.378, 0.399, 0.516, 0.576, 0.394, 0.361, 0.244], "smiles": "COc1ccc(C(=O)O[C@@H](C)C(=O)N[C@H](C)CCc2ccccc2)cc1OC", "de_lowest_kcal_mol": 13.5, "e_tot_ev": -34980.5394, "lumo_ha": 0.0208, "gap_ev": 8.99}

{"formula": "C22H27NO6", "method": "the ωB97M-V functional and the def2-TZVPD basis", "symbols": ["C", "C", "H", "H", "O", "C", "O", "C", "H", "H", "C", "C", "C", "N", "C", "C", "C", "O", "O", "C", "C", "C", "C", "C", "C", "C", "H", "H", "H", "H", "H", "H", "H", "C", "H", "C", "H", "H", "H", "H", "H", "C", "O", "O", "C", "C", "H", "H", "H", "H", "H", "H", "H", "H", "H", "H"], "positions_angstrom": [[-2.6000, -4.4758, -1.0302], [-1.9596, -3.1397, -1.3557], [-1.3330, -3.2081, -2.2523], [-2.7114, -2.3621, -1.5300], [-1.1389, -2.7482, -0.2532], [-0.5736, -1.5396, -0.3319], [-0.7363, -0.7942, -1.2630], [0.2776, -1.2537, 0.8801], [0.3596, -2.1592, 1.4801], [1.2672, -0.9494, 0.5371], [-0.3325, -0.1164, 1.7226], [-0.5295, 1.1100, 0.9006], [-1.7298, 1.5652, 0.3804], [-1.4695, 2.6820, -0.3784], [-0.1634, 2.9607, -0.3746], [0.4683, 2.0015, 0.4266], [1.9068, 1.9906, 0.6552], [2.6868, 2.7589, 0.1365], [2.2886, 1.0385, 1.5283], [3.6928, 0.8690, 1.7384], [4.2213, -0.1761, 0.7917], [4.6929, 0.1920, -0.4618], [5.1205, -0.7738, -1.3559], [5.0762, -2.1130, -1.0069], [4.5991, -2.4858, 0.2383], [4.1702, -1.5215, 1.1331], [3.7929, -1.8117, 2.1033], [4.5591, -3.5299, 0.5125], [5.4108, -2.8659, -1.7053], [5.4879, -0.4801, -2.3280], [4.7147, 1.2366, -0.7345], [3.7985, 0.5531, 2.7789], [4.1942, 1.8292, 1.5789], [0.4465, 4.1017, -1.1077], [1.1818, 3.6992, -1.8093], [-0.5681, 4.9666, -1.8461], [-0.0563, 5.7817, -2.3511], [-1.2893, 5.3982, -1.1547], [-1.0995, 4.3862, -2.5973], [1.0138, 4.7059, -0.3951], [-2.1994, 3.1713, -0.8737], [-3.1153, 1.1403, 0.4699], [-4.0121, 1.7303, -0.0983], [-3.3143, 0.0680, 1.2556], [-4.6645, -0.3689, 1.4048], [-5.0746, -1.3162, 0.2869], [-4.4155, -2.1802, 0.2682], [-5.0178, -0.8029, -0.6700], [-6.0958, -1.6502, 0.4474], [-4.6960, -0.8692, 2.3755], [-5.3202, 0.5081, 1.4151], [0.3503, 0.0969, 2.5454], [-1.2929, -0.4383, 2.1230], [-3.1938, -4.3987, -0.1231], [-1.8331, -5.2300, -0.8761], [-3.2424, -4.7834, -1.8502]], "forces_ev_per_a": [[0.2891, 0.3715, 0.0832], [-0.2556, 0.0005, -0.3995], [-0.1063, 0.0657, 0.1062], [0.1223, -0.1045, -0.0134], [-0.1638, -0.4662, 0.2481], [0.3132, 0.0976, 0.0396], [-0.0038, -0.0263, -0.1229], [-0.1128, 0.0501, -0.0077], [0.0740, 0.0287, -0.0150], [-0.0380, -0.0815, -0.0265], [-0.0046, -0.1660, -0.0034], [-0.4932, 0.2889, 0.0326], [0.4054, -0.2298, 0.4100], [-0.1331, 0.0396, -0.1335], [0.5129, -0.1427, 0.1774], [-0.2708, 0.0968, -0.1309], [-0.0357, 0.2981, -0.1537], [0.0835, -0.0528, -0.0056], [-0.2842, -0.0900, 0.1933], [0.4327, 0.1193, -0.0860], [-0.1071, 0.1216, 0.1288], [0.0374, 0.0246, 0.0239], [0.0311, 0.0115, -0.0774], [0.0111, -0.0533, -0.0534], [-0.0188, -0.1278, 0.0330], [0.0408, 0.0831, -0.0114], [-0.0349, -0.0325, 0.1214], [0.0037, -0.0834, 0.0184], [0.0261, -0.0575, -0.0514], [0.0308, 0.0215, -0.0806], [-0.0070, 0.1092, -0.0068], [-0.0238, 0.0522, -0.1332], [-0.0648, -0.2027, 0.1213], [-0.0784, 0.2099, -0.1722], [0.0168, 0.0521, 0.0887], [0.1842, -0.1050, 0.1077], [-0.0320, 0.0652, -0.0554], [-0.1157, 0.0822, 0.0151], [-0.1067, -0.0009, -0.1104], [0.0270, -0.0719, -0.0720], [0.0713, 0.0143, 0.0309], [-0.2089, 0.1356, -0.0557], [0.0492, -0.0913, 0.0189], [0.3600, 0.0231, -0.0923], [-0.5856, -0.0503, -0.0702], [0.2533, 0.2928, 0.1951], [0.0365, -0.1321, -0.0179], [-0.0305, 0.0042, -0.0831], [-0.1136, -0.0649, 0.0020], [0.0146, 0.0998, -0.1030], [0.1079, -0.1761, 0.0941], [-0.1057, -0.0546, -0.0109], [0.1350, 0.0122, 0.0586], [-0.0990, -0.0328, 0.0766], [0.0312, -0.1279, 0.0069], [-0.0669, -0.0471, -0.0769]], "mulliken_charge": [-1.335, -0.149, 0.343, 0.261, -0.291, 0.192, -0.608, 0.442, 0.395, -0.200, -1.666, 1.213, -0.626, -0.015, -1.008, 0.895, 0.487, -0.695, -0.165, -1.370, 0.812, -0.192, -0.716, -0.426, -0.616, -0.333, 0.371, 0.391, 0.395, 0.385, 0.437, 0.477, 0.443, -0.084, 0.284, -1.536, 0.417, 0.350, 0.350, 0.324, 0.289, 0.784, -0.684, -0.283, -0.387, -0.875, -0.001, 0.323, 0.441, 0.368, 0.357, 0.499, 0.491, 0.294, 0.371, 0.379], "smiles": "CCOC(=O)CCc1c(C(=O)OCC)[nH]c(CC)c1C(=O)OCc1ccccc1", "de_lowest_kcal_mol": 15.1, "e_tot_ev": -37029.2063, "lumo_ha": 0.0287, "gap_ev": 9.08}

{"formula": "C22H27NO6", "method": "the ωB97M-V functional and the def2-TZVPD basis", "symbols": ["C", "H", "H", "H", "C", "C", "C", "C", "C", "C", "C", "O", "C", "O", "C", "N", "C", "O", "O", "C", "C", "H", "H", "H", "C", "H", "H", "H", "C", "H", "H", "H", "C", "C", "H", "H", "C", "H", "H", "H", "H", "H", "H", "O", "C", "O", "C", "C", "C", "H", "H", "H", "H", "H", "H", "H"], "positions_angstrom": [[-0.6146, -2.2185, -1.8200], [0.0200, -2.3427, -2.6943], [-1.5730, -2.6923, -2.0191], [-0.1482, -2.7212, -0.9768], [-0.8028, -0.7328, -1.5040], [-1.7141, -0.5508, -0.3244], [-3.0718, -0.7738, -0.4595], [-3.9651, -0.6411, 0.6056], [-3.4550, -0.2595, 1.8570], [-2.0926, -0.0280, 2.0135], [-1.2390, -0.1735, 0.9371], [0.1021, 0.1304, 1.1504], [1.0024, -0.8590, 1.1846], [0.7506, -2.0234, 1.0454], [2.3858, -0.3137, 1.5175], [2.5274, 1.0897, 1.2118], [2.7169, 1.6028, -0.0251], [2.9213, 2.7769, -0.2272], [2.6466, 0.6301, -0.9563], [2.9758, 0.9312, -2.3361], [2.8778, -0.4184, -3.0485], [3.1304, -0.3004, -4.0980], [1.8700, -0.8145, -2.9685], [3.5633, -1.1301, -2.5958], [4.4015, 1.4749, -2.4338], [5.0997, 0.7796, -1.9719], [4.4737, 2.4346, -1.9298], [4.6718, 1.6034, -3.4780], [1.9730, 1.9253, -2.9206], [2.0359, 2.8714, -2.3905], [2.1946, 2.0914, -3.9712], [0.9604, 1.5383, -2.8300], [2.6417, 1.8949, 2.4098], [3.2732, 0.9255, 3.4033], [4.3480, 0.8642, 3.2313], [3.0973, 1.2120, 4.4373], [2.6037, -0.4021, 3.0450], [1.6408, -0.4832, 3.5516], [3.2036, -1.2684, 3.3130], [1.6482, 2.2144, 2.7446], [3.2450, 2.7776, 2.1978], [3.1192, -0.9092, 0.9621], [-1.7139, 0.2672, 2.9786], [-4.2366, -0.1006, 2.9442], [-5.5924, -0.3062, 2.8956], [-6.2272, -0.1459, 3.9067], [-6.1428, -0.7027, 1.6132], [-5.3893, -0.8691, 0.5051], [-5.9915, -1.2793, -0.7980], [-5.5550, -2.2179, -1.1362], [-5.8003, -0.5228, -1.5574], [-7.0651, -1.4093, -0.6961], [-7.2103, -0.8584, 1.6036], [-3.4493, -1.0574, -1.4293], [-1.2400, -0.2297, -2.3709], [0.1683, -0.2797, -1.2985]], "forces_ev_per_a": [[0.1103, 0.1210, -0.0104], [0.0436, -0.0748, -0.1176], [-0.0897, -0.0729, -0.0560], [-0.0199, -0.0698, -0.0086], [0.0376, -0.2382, 0.0003], [0.2886, 0.2122, 0.0889], [0.0159, 0.0994, 0.3476], [0.2993, 0.1418, 0.4166], [0.4985, -0.1502, -0.8788], [-0.0505, 0.0051, 0.0185], [-0.6154, -0.2933, -0.0075], [-0.5080, 0.4915, -0.0730], [0.6095, -0.5095, 0.0063], [-0.0250, 0.1197, 0.0462], [-0.1031, -0.3100, -0.3262], [0.1807, -0.2485, 0.1923], [-0.0273, -0.0338, 0.1764], [0.0435, 0.2890, -0.1991], [-0.0724, -0.1560, 0.1381], [0.1893, 0.1797, -0.6704], [-0.0130, 0.3032, 0.3706], [0.0208, 0.0233, -0.1126], [-0.1487, -0.0651, -0.0217], [0.0930, -0.0937, 0.0191], [-0.2323, -0.0073, 0.2252], [0.0911, -0.0870, 0.0048], [0.0542, 0.0271, -0.0382], [0.0278, -0.0303, -0.1285], [0.1067, -0.0797, 0.3026], [-0.0213, 0.0431, -0.0513], [0.0144, -0.0229, -0.1379], [-0.1174, -0.0576, -0.0320], [0.1138, 0.3328, 0.1023], [-0.1436, 0.0210, -0.0948], [0.0322, 0.0396, 0.0052], [0.0403, 0.0121, 0.0488], [0.0803, 0.0368, 0.0456], [-0.0075, -0.0286, 0.0352], [-0.0739, -0.0443, -0.0050], [0.0576, 0.0515, 0.0303], [-0.0961, -0.0498, 0.0596], [-0.2133, 0.0269, 0.1099], [0.0656, 0.0390, 0.1178], [-0.0034, 0.0824, 0.3305], [-0.3783, 0.0509, 0.4186], [0.2408, -0.0413, -0.3036], [0.1529, -0.0985, -0.4815], [-0.3894, 0.0606, 0.4315], [-0.0452, 0.0158, 0.0913], [0.0228, -0.0590, -0.0844], [0.0110, 0.0170, -0.1021], [-0.0491, -0.0147, -0.0333], [-0.0703, -0.0102, 0.0024], [-0.0580, -0.0478, -0.1479], [0.0824, 0.0736, 0.0357], [-0.0526, 0.0788, -0.0959]], "mulliken_charge": [-1.293, 0.449, 0.441, 0.208, 0.473, 0.125, -0.931, 0.805, -0.528, -0.224, 0.336, -0.225, -0.070, -0.593, 0.220, 0.080, 0.817, -0.683, -0.206, 1.409, -1.438, 0.461, 0.140, 0.376, -1.803, 0.353, 0.400, 0.485, -1.427, 0.376, 0.480, 0.198, -0.709, -0.673, 0.323, 0.375, -0.803, 0.292, 0.370, 0.217, 0.414, 0.558, 0.545, -0.519, 0.055, -0.631, -0.528, 1.339, -1.597, 0.380, 0.367, 0.373, 0.419, 0.551, 0.610, -0.938], "smiles": "CCc1cc2c(C)cc(=O)oc2cc1OC(=O)[C@@H]1CCCN1C(=O)OC(C)(C)C", "de_lowest_kcal_mol": 12.1, "e_tot_ev": -37029.3332, "lumo_ha": 0.0005, "gap_ev": 8.77}